This record from OMol25 describes a molecular structure, C15H23ClN2STc at a distorted geometry. The level of theory is ωB97M-V/def2-TZVPD.

Each line ends with the natural charge from an NBO analysis.
Atoms and positions in Å:
C: 0.23826 0.85034 -4.00768  0.670
C: 1.61707 1.36123 -4.08227  -0.775
C: -0.00891 -0.56487 -4.30739  -0.773
C: -0.89283 1.78964 -4.04540  -0.773
Cl: 0.36853 0.96168 -1.20830  -0.434
H: -0.03695 -0.71862 -5.40291  0.324
H: -0.97187 -0.90640 -3.90288  0.254
H: 0.78133 -1.21257 -3.90353  0.264
H: 1.88543 1.61671 -5.11912  0.318
H: 2.33636 0.61132 -3.73298  0.261
H: 1.74234 2.26352 -3.47648  0.276
H: -1.09257 2.12616 -5.07567  0.318
H: -0.69220 2.67811 -3.43803  0.275
H: -1.81063 1.31891 -3.67162  0.252
C: 2.04197 -1.21298 2.06973  -0.154
C: 0.83686 -1.88749 1.57429  -0.354
C: 0.91590 -1.85813 0.10728  -0.319
H: 0.27899 -2.64557 2.12780  0.253
C: 2.17396 -1.21559 -0.23041  -0.133
C: 2.79503 -0.79152 0.95041  -0.236
H: 3.73015 -0.25102 1.02742  0.253
H: 2.37544 -1.20470 3.10787  0.233
H: 0.35402 -2.54347 -0.52202  0.255
H: 2.62000 -1.15234 -1.21190  0.238
C: -2.22946 0.58328 1.76844  -0.169
C: -1.88568 -0.77949 2.11917  -0.272
C: -1.95401 -1.56609 0.90079  -0.220
H: -1.73152 -1.17274 3.11953  0.277
C: -2.20806 -0.66815 -0.18314  -0.211
C: -2.43122 0.64060 0.37122  -0.157
H: -2.73070 1.52219 -0.18009  0.277
H: -2.37344 1.41256 2.45266  0.276
H: -1.85330 -2.64413 0.81503  0.282
H: -2.28484 -0.93446 -1.22760  0.273
Tc: -0.27471 -0.25853 0.83181  0.584
N: -0.22154 1.86452 4.82733  -0.740
C: 0.16901 0.86751 4.03750  0.375
N: 0.10304 -0.38508 4.51004  -0.772
S: 0.75923 1.29802 2.44519  -0.015
H: -0.58783 1.68790 5.76338  0.421
H: -0.15520 2.81777 4.50333  0.445
H: 0.53138 -1.16990 4.04230  0.435
H: -0.22684 -0.52811 5.45690  0.420

Summary:
* 2S+1: 4
* energy above the lowest of the compared OMol25 structures with the same formula, charge and spin: 11.46 kJ/mol
* net charge: +2
* HOMO-LUMO gap (alpha / beta): 0.206 / 0.245 Ha
* LUMO (alpha / beta): -0.2736 / -0.2845 Eh